1.
# C5H7N

An isolated molecule of C5H7N (wB97M-V/def2-TZVPD, the OMol25 dataset).

Last column: Löwdin charge in e.
Atoms and positions in Å:
N  -1.61970  -0.73363  -0.09030  0.004
H  2.44959  0.85440  -0.52170  0.071
H  -2.41771  -1.22115  -0.45914  0.143
C  -0.45687  1.09580  0.35756  -0.075
C  -0.29883  -1.02897  -0.33282  -0.102
C  1.98239  0.03555  0.03594  -0.065
C  -1.70383  0.54829  0.34927  -0.154
H  -0.46587  2.13977  0.10965  0.095
H  -0.01993  -1.97785  -0.76975  0.115
H  2.33877  0.11061  1.07178  0.074
H  2.36605  -0.91402  -0.36126  0.072
H  -2.62837  1.03337  0.62315  0.109
C  0.47430  0.05782  -0.01237  -0.286

Properties
total energy: -249.44848 Eh
HOMO level: -8.202 eV
energy above the lowest of the compared OMol25 structures with the same formula, charge and spin: 0.674 eV
total charge: 0
SMILES: Cc1cc[nH]c1
frontier orbital gap: 9.28 eV

=====

2.
# C5H8N2

An isolated molecule of C5H8N2 (wB97M-V/def2-TZVPD, the OMol25 dataset).

Last column: Löwdin charge in e.
Atoms and positions in Å:
H  -1.23818  -1.71816  0.62652  0.105
N  1.51997  2.64744  0.63199  0.141
H  -1.79822  0.71625  1.02278  0.107
H  -1.85686  -1.58563  -1.08490  0.101
H  -0.16175  0.20248  -1.56307  0.145
C  -1.73020  0.36556  -0.00436  -0.111
H  -2.41105  0.86241  -0.68847  0.102
C  -1.39874  -1.08137  -0.23966  -0.109
C  -0.37599  -0.02282  -0.51951  -0.288
C  1.19781  1.53993  0.53478  -0.173
N  1.92653  -0.72926  -0.07057  0.052
H  2.72342  -0.64404  0.55367  0.082
C  0.82695  0.10442  0.39307  -0.387
H  2.23649  -0.41187  -0.98522  0.084
H  0.53982  -0.24534  1.39296  0.150

Properties
total energy: -304.78958 Eh
HOMO level: -10.359 eV
energy above the lowest of the compared OMol25 structures with the same formula, charge and spin: 1.249 eV
total charge: 0
SMILES: N#C[C@H](N)C1CC1
frontier orbital gap: 11.30 eV

=====

3.
# F6H26O13P

A 14-piece molecular cluster, F6H26O13P overall (wB97M-V/def2-TZVPD, the OMol25 dataset).

Last column: Löwdin charge in e.
Atoms and positions in Å:
F  0.16241  -1.19384  -0.41049  -0.157
H  1.13214  3.01554  -2.24434  0.004
H  -1.54571  -3.05600  -0.84030  -0.036
F  0.78018  1.93381  0.29964  -0.171
H  -1.48531  1.53480  -3.26465  -0.005
H  -0.89290  -0.12851  3.83274  0.040
O  1.89108  2.57775  2.67034  -0.049
F  -0.97536  0.83811  -0.76574  -0.146
P  0.44824  0.38596  -0.06360  0.283
H  1.80816  -3.58917  0.36401  0.041
H  2.29147  2.91178  -1.27630  0.014
H  -1.84461  -3.08188  -2.32418  0.052
H  -2.19204  -0.73238  4.32208  0.054
F  1.87491  -0.08556  0.57640  -0.141
O  2.47288  -2.90488  0.28581  -0.047
H  1.81150  -2.38937  -1.54883  -0.024
F  1.15160  0.67918  -1.49601  -0.141
O  -1.15278  -3.26356  -1.68810  -0.060
F  -0.24030  0.27429  1.42646  -0.156
O  -2.48705  2.47075  1.66081  -0.043
H  4.85570  1.45474  2.21953  0.026
H  0.50135  -2.74444  -2.21916  -0.042
H  0.07977  -1.95228  3.20609  -0.031
H  -3.44466  2.34355  -0.83823  -0.007
O  0.91651  -2.40931  3.29105  -0.047
O  -3.94551  1.71361  -1.35644  -0.056
H  0.67700  -3.30951  3.51129  0.033
O  -1.40143  -0.93940  3.82376  -0.041
H  -1.40611  3.04657  -3.25157  0.040
H  3.63858  1.63498  1.33746  -0.014
H  2.14251  -2.18659  0.82539  -0.002
O  1.85418  3.52108  -1.87108  -0.057
H  -0.40988  -1.07682  -4.30303  0.044
O  -2.00177  2.32139  -3.44009  -0.041
H  1.46198  2.69519  1.82281  0.002
H  -0.20208  -0.23799  -3.06001  0.000
O  -1.93869  -2.35895  0.56380  -0.022
H  -1.04813  -2.01301  0.50498  0.003
O  4.58609  1.76950  1.35670  -0.061
H  -1.72951  1.93205  1.43241  -0.010
H  -3.57453  1.77794  -2.23648  -0.008
H  -2.67926  2.96480  0.86382  0.015
H  -1.92482  -2.92782  1.33350  0.061
O  -0.86075  -0.47184  -3.71401  -0.040
O  1.43013  -2.60102  -2.40089  -0.083
H  1.41495  1.85691  3.08256  0.025

Properties
total energy: -1934.61046 Eh
HOMO level: -7.462 eV
energy above the lowest of the compared OMol25 structures with the same formula, charge and spin: 0.930 eV
total charge: -1
frontier orbital gap: 9.68 eV

=====

4.
# C36H29Cl2N7O3Tc

C36H29Cl2N7O3Tc as an isolated structure (wB97M-V/def2-TZVPD, the OMol25 dataset).

Last column: Mulliken spin population.
Atoms and positions in Å:
C  -2.05736  -1.78432  2.73955  -0.001
C  0.04632  -4.35091  -2.10306  0.022
C  -1.05950  -2.26123  -1.71696  0.018
H  5.65777  -3.14792  -0.16498  0.000
H  -0.80946  -2.02587  5.87607  0.001
H  3.94394  1.74030  2.50004  0.000
Cl  -5.27803  4.98469  -1.63572  -0.001
H  -4.43649  2.30973  -1.46312  0.002
C  -1.96844  -2.14617  4.06054  -0.006
H  2.66305  -0.93772  -0.64294  0.008
N  -0.04094  2.48881  -0.68744  0.026
H  4.22782  1.67983  -4.32448  0.000
C  -1.06898  -0.98121  2.13332  -0.009
C  1.15129  2.99838  -1.08788  -0.005
H  -0.48121  5.21730  -0.89182  0.001
H  5.16635  -1.45076  0.03155  0.000
H  0.98181  -0.73870  4.85739  0.000
H  -6.30361  -0.12788  2.89673  0.000
H  2.18884  0.66546  4.00871  0.000
C  3.35344  1.46197  -3.72636  0.015
C  1.50178  0.05576  -3.17001  0.026
N  1.36757  0.35903  0.98611  -0.057
Cl  -2.73566  6.84780  -1.38945  0.002
C  -1.08699  -3.56100  -2.20128  -0.013
C  -3.57099  2.93801  -1.29847  0.016
C  -0.87564  -1.74369  4.83442  0.016
C  -5.36439  0.28020  2.54562  -0.001
C  2.95209  2.30826  -2.70676  -0.007
O  1.58436  4.12648  -0.95346  0.029
C  1.19129  -3.82298  -1.53053  -0.016
H  -5.48465  -0.59864  0.57219  0.000
H  2.42131  -2.11326  0.64448  0.001
C  1.13402  0.12892  2.28575  0.016
C  -2.59281  5.13335  -1.22870  0.016
N  -2.98569  1.35179  1.63674  0.006
H  0.90167  -0.82971  -3.32659  -0.004
N  -2.10736  0.98300  -1.06670  0.112
H  -2.89551  -2.08434  2.12312  0.001
C  4.13532  -2.59184  -2.17935  -0.001
C  0.06195  -0.62235  2.90093  0.040
O  -3.69107  -0.69648  -1.14334  0.024
C  2.57970  0.33983  -3.98580  -0.009
H  4.51868  -1.57605  -2.36496  0.001
C  -1.21398  3.20046  -0.85662  -0.002
C  -4.59615  1.07734  3.37417  0.001
C  -3.40941  1.59351  2.86589  0.000
C  2.53104  -2.01226  -0.44006  0.002
H  3.01484  1.32357  -0.01789  -0.001
O  -1.25124  -0.56326  0.92041  -0.035
C  1.82967  1.98613  -1.96887  0.038
H  2.07864  -4.43437  -1.43087  0.001
C  -3.70981  4.31215  -1.36430  -0.006
H  2.81213  -0.31951  -4.80919  0.000
H  -4.90214  1.29294  4.38865  0.000
H  -2.76990  2.23297  3.46612  0.000
H  4.93402  -3.30274  -2.39760  0.000
H  -1.99859  -3.94958  -2.63818  -0.001
H  0.03885  -5.37213  -2.46349  0.002
C  0.12508  -1.00536  4.24888  -0.010
N  2.14754  0.66215  3.00671  0.003
H  3.30504  -2.78688  -2.85782  0.000
C  2.56756  1.04046  0.91501  0.021
N  1.14050  0.83857  -2.14684  -0.033
C  -3.19240  0.23241  -0.55583  0.014
H  3.46427  3.23297  -2.47872  0.002
C  4.82000  -2.49802  0.09200  0.001
C  -2.32475  2.36519  -1.04685  0.012
H  -1.96538  -1.67916  -1.79331  0.015
N  3.71554  -2.77398  -0.80449  0.001
C  3.05712  1.23927  2.15741  0.009
Tc  -0.19569  0.34414  -0.51964  2.795
C  1.23979  -2.50496  -1.07865  0.020
H  -2.74863  -2.75125  4.50432  0.000
H  4.52742  -2.70681  1.12156  0.000
C  -4.92112  0.01929  1.25785  -0.002
C  0.08744  -1.70340  -1.14893  -0.131
C  -3.72540  0.58413  0.83762  0.013
C  -1.34750  4.58016  -0.98156  -0.001

Properties
total energy: -2999.49002 Eh
⟨S²⟩: 3.77
multiplicity: 4
HOMO level (spin up / spin down): -7.019 / -7.244 eV
energy above the lowest of the compared OMol25 structures with the same formula, charge and spin: 1.468 eV
total charge: 0
frontier orbital gap (spin up / spin down): 6.52 / 6.07 eV

=====

5.
# C2H8NO

A 2-piece molecular cluster, C2H8NO overall (wB97M-V/def2-TZVPD, the OMol25 dataset).

Last column: Löwdin charge in e.
Atoms and positions in Å:
C  -1.01361  -0.79701  1.29250  0.044
H  -1.12012  -1.46026  2.13762  0.074
H  -1.46393  -0.08491  -1.60473  0.117
N  1.49778  1.12843  -0.41599  0.306
H  0.56748  0.93938  -0.87717  0.116
H  -1.41061  -2.06747  -0.44462  0.122
H  1.35604  1.63170  0.44442  0.140
O  -0.77105  -0.17313  -0.94532  -0.094
C  -1.13098  -1.13598  0.02450  -0.197
H  1.91649  0.21471  -0.18954  0.163
H  2.16379  1.64460  -0.98309  0.153
H  -0.59129  0.15993  1.56141  0.056

Properties
total energy: -210.71580 Eh
HOMO level: -13.936 eV
energy above the lowest of the compared OMol25 structures with the same formula, charge and spin: 1.015 eV
total charge: +1
frontier orbital gap: 10.08 eV

=====

6.
# C3H4ClN3

An isolated ion of composition C3H4ClN3 and charge +2 (wB97M-V/def2-TZVPD, the OMol25 dataset).

Last column: Löwdin charge in e.
Atoms and positions in Å:
C  -2.68385  -0.12879  -0.00584  -0.470
H  1.54255  -1.58923  0.09426  0.200
H  1.98961  2.05099  0.90713  0.148
N  -1.55058  -0.44845  -0.02659  0.156
N  1.24467  0.39546  -0.00091  0.141
C  1.79226  1.50122  -0.01330  0.220
C  0.80551  -0.77979  0.02991  -0.010
H  -0.63986  -2.21708  -0.03210  0.215
H  2.09748  1.96840  -0.95096  0.148
N  -0.48052  -1.20628  -0.01423  0.109
Cl  -4.11727  0.45357  0.01262  1.144

Properties
total energy: -740.35140 Eh
HOMO level: -19.699 eV
energy above the lowest of the compared OMol25 structures with the same formula, charge and spin: 0.000 eV
total charge: +2
SMILES: C=[N+]=CN[N+]#CCl
frontier orbital gap: 10.43 eV

=====

7.
# C5H22NO7

A 7-piece molecular cluster, C5H22NO7 overall (wB97M-V/def2-TZVPD, the OMol25 dataset).

Last column: Löwdin charge in e.
Atoms and positions in Å:
O  2.88172  3.63403  -0.64530  -0.114
O  -2.16049  0.69104  -0.77635  -0.116
O  2.21713  1.35548  -2.05463  -0.095
H  2.69379  2.81754  -1.17375  -0.013
H  1.31161  0.94143  -2.11645  0.002
H  -1.62197  -3.34269  -1.20522  -0.008
H  1.92548  -2.21602  -1.00985  0.023
H  -1.27630  -1.33186  -2.32581  0.005
H  0.28867  -0.46937  4.00389  0.102
H  0.64123  2.06602  0.86242  0.099
H  1.62353  1.08960  2.72649  0.100
H  -1.27079  1.10788  3.52210  0.095
C  -1.17482  1.00339  1.44904  -0.316
N  -1.20561  0.39291  2.80224  -0.037
O  -2.05236  -1.97467  -2.30227  -0.113
H  0.43196  0.53112  0.06192  0.085
O  2.09687  -1.68758  -1.81307  -0.121
H  -3.04747  0.09046  0.93059  0.112
C  0.29481  1.04640  1.00864  -0.126
O  -0.07810  -0.11151  -2.28976  -0.379
H  -0.16298  -1.38326  2.56780  0.103
H  1.85103  -0.33375  1.72681  0.100
C  0.03925  -0.37713  2.94543  -0.223
O  -1.28931  -4.00995  -0.55071  -0.111
H  -0.18931  0.15780  -3.20535  -0.001
C  1.09780  0.35012  2.11933  -0.166
H  -1.36285  0.52323  -1.36144  0.031
H  -2.71563  -1.40557  -1.87175  0.040
C  -2.03627  0.14297  0.51978  -0.250
H  2.00920  3.89295  -0.31976  0.011
H  -1.65093  1.98421  1.48218  0.137
H  1.23448  -1.19450  -1.98891  -0.007
H  -1.65598  -0.88785  0.47740  0.117
H  -0.42219  -3.65662  -0.29991  0.010
H  2.73483  0.56376  -1.89578  0.024

Properties
total energy: -785.23902 Eh
HOMO level: -6.187 eV
energy above the lowest of the compared OMol25 structures with the same formula, charge and spin: 0.000 eV
total charge: -1
frontier orbital gap: 9.31 eV

=====

8.
# C23H19IrN3OS

C23H19IrN3OS as an isolated structure (wB97M-V/def2-TZVPD, the OMol25 dataset).

Last column: Löwdin charge in e.
Atoms and positions in Å:
H  3.41721  -2.89288  5.35430  0.095
S  1.52537  -1.55580  1.06020  0.612
H  4.60939  5.09227  -1.88675  0.082
C  0.36703  0.43810  -3.39277  -0.075
H  5.08047  3.40481  -0.11760  0.092
O  -0.51953  -0.61720  2.92303  -0.335
H  1.62934  0.44131  -0.38785  0.005
N  0.51774  -1.20762  3.50101  -0.224
H  -5.93922  -2.39639  0.91918  0.091
C  2.39112  1.89387  -1.55487  -0.245
H  -4.47217  -0.64392  1.88070  0.105
H  1.43844  -1.95757  6.62767  0.091
H  -5.47202  -3.26229  -1.35998  0.090
H  1.22015  0.76092  -3.97672  0.099
C  -4.28823  -1.02578  0.88228  -0.048
C  1.55629  -1.69264  2.75825  -0.657
C  0.47542  0.35126  -2.01180  -0.271
C  2.60912  -2.30989  3.47393  -0.111
C  -1.88881  -0.32970  -3.26521  -0.088
H  3.68366  1.39212  0.08181  0.107
C  -3.21127  -0.54336  0.15906  -0.262
C  -5.10827  -2.00905  0.34266  -0.113
H  -0.39542  -0.87963  5.29445  0.126
Ir  -0.42100  -0.44031  0.81448  0.636
C  -4.84829  -2.48844  -0.92958  -0.109
H  2.68313  4.72600  -3.40346  0.092
H  -3.54678  -2.39350  -2.62930  0.106
N  1.66665  0.73666  -1.36146  0.051
H  -0.91798  0.20151  -5.10399  0.085
C  4.25496  3.25881  -0.80486  -0.118
C  3.47520  2.12642  -0.68793  -0.035
N  -2.34426  0.44913  0.72311  -0.052
C  -1.75254  -0.49162  -1.88019  -0.212
H  -2.83918  -0.54745  -3.74068  0.094
C  0.49048  -1.30845  4.85136  -0.047
H  1.27471  2.74111  -3.18932  0.088
H  -2.22635  1.24264  0.09744  0.102
H  -2.67042  0.77214  1.62616  0.095
C  -3.76757  -1.98940  -1.64923  -0.041
C  3.99376  4.20706  -1.79078  -0.140
C  -0.55004  -0.19007  -1.18658  -0.233
C  -0.82542  0.10660  -4.02865  -0.122
C  2.91932  3.99309  -2.63996  -0.118
C  2.59561  -2.41720  4.83464  -0.106
C  2.12278  2.86104  -2.53254  -0.040
H  3.43117  -2.69306  2.88472  0.098
C  -2.92384  -1.01394  -1.12930  -0.147
C  1.50013  -1.89969  5.55090  -0.094

Properties
total energy: -1629.92191 Eh
HOMO level: -2.863 eV
energy above the lowest of the compared OMol25 structures with the same formula, charge and spin: 0.000 eV
total charge: -1
frontier orbital gap: 5.70 eV

=====

| no. | maximum force (Eh/bohr) |
| --- | --- |
| 1 | 0.03077 |
| 2 | 0.02164 |
| 3 | 0.02982 |
| 4 | 0.02201 |
| 5 | 0.01696 |
| 6 | 0.07679 |
| 7 | 0.01676 |
| 8 | 0.00161 |